No. 1
An isolated ion of composition C4H7IN and charge +1 at a distorted geometry. Source: the Open Molecules 2025 dataset; level of theory: wB97M-V/def2-TZVPD.

```
13
Properties=species:S:1:pos:R:3:lowdin_charge:R:1
C -1.984 -1.298 -0.263 0.078
C -1.305 -0.141 -0.127 -0.168
C -0.151 -0.046 0.656 -0.124
C 2.114 0.717 -0.626 -0.487
N 0.717 1.000 0.409 -0.018
I 3.811 0.053 0.375 0.919
H -2.814 -1.383 -0.936 0.076
H -1.793 -2.097 0.430 0.079
H -1.633 0.671 -0.932 0.165
H -0.051 -0.707 1.505 0.141
H 1.791 0.215 -1.626 0.065
H 0.155 1.688 -0.103 0.157
H 1.142 1.328 1.238 0.115
```

Values from the calculation:
lowest unoccupied orbital energy (spin up / spin down) = -5.354 / -5.723 eV
charge = +1
energy = -508.61787 hartree
relative energy (zero: lowest compared OMol25 entry of this formula, charge and spin) = 488.09 kJ/mol

No. 2
A 2-piece molecular cluster, C5H12NO2 overall at a distorted geometry. Source: the Open Molecules 2025 dataset; level of theory: wB97M-V/def2-TZVPD.

```
20
Properties=species:S:1:pos:R:3:lowdin_charge:R:1
O 1.295 -2.005 1.294 0.113
C 0.494 -1.297 0.755 -0.190
C 0.444 0.176 1.101 -0.205
C -0.077 1.046 -0.051 -0.184
C -1.569 1.360 -0.051 -0.191
C -2.349 1.327 -1.125 0.039
N 1.894 0.647 1.302 0.236
H -0.115 -1.461 -0.146 0.125
H -0.391 0.234 1.910 0.206
H -0.070 0.672 -1.158 0.127
H 0.272 2.069 -0.096 0.118
H -1.956 1.932 0.794 0.112
H -2.154 1.048 -2.129 0.051
H -3.419 1.502 -0.843 0.095
H 2.615 -0.074 1.153 0.170
H 2.049 0.757 2.313 0.184
H 2.122 1.427 0.664 0.176
H -0.715 -0.347 -2.582 -0.003
H -0.043 -1.566 -3.289 0.063
O -0.463 -1.266 -2.476 -0.043
```

Values from the calculation:
lowest unoccupied orbital energy = -3.755 eV
charge = +1
energy = -402.59932 hartree
relative energy (zero: lowest compared OMol25 entry of this formula, charge and spin) = 321.67 kJ/mol

No. 3
One molecule with the formula C4H9NO at a distorted geometry. Source: the Open Molecules 2025 dataset; level of theory: wB97M-V/def2-TZVPD.

```
15
Properties=species:S:1:pos:R:3:lowdin_charge:R:1
C 0.310 0.526 1.450 -0.041
C 0.232 0.408 -0.100 -0.637
C -1.148 0.131 -0.620 -0.167
C 0.767 -0.922 -0.633 -0.085
H -0.520 -0.459 1.513 0.138
H 1.204 -0.010 2.053 0.119
H -0.019 1.404 1.983 0.054
H 1.020 2.411 -0.242 0.149
H -1.615 0.396 0.344 0.082
H -1.682 0.501 -1.695 0.180
H -1.225 -2.137 -0.955 0.134
H 0.835 -0.733 -1.911 0.181
H 1.444 -1.646 -0.110 0.116
N -0.735 -1.303 -0.475 -0.122
O 1.130 1.433 -0.602 -0.103
```

Values from the calculation:
lowest unoccupied orbital energy = 0.945 eV
energy = -287.62790 hartree
relative energy (zero: lowest compared OMol25 entry of this formula, charge and spin) = 537.06 kJ/mol